The following is a quantum chemistry calculation of a structure of composition C6H14O3, from the OMol25 dataset.

Atoms and positions in Å:
C1 0.46277 0.62374 -0.27138
C2 -0.64907 -1.00910 -1.11128
C3 -0.48337 0.52050 0.80110
C4 0.21438 -2.23174 -1.26813
C5 -0.24425 -0.41883 1.96022
C6 0.02805 2.23044 1.49703
O1 1.76282 0.33905 -0.00538
O2 0.33340 1.52985 -1.25610
O3 -0.89212 -0.35205 -2.39024
H1 2.31930 1.02092 -0.40985
H2 -0.31276 1.13562 -1.92350
H3 -0.37918 -0.72966 -3.12715
H4 -1.64769 -1.30417 -0.77105
H5 -1.50831 0.71158 0.51314
H6 0.16571 -2.85857 -0.37381
H7 -0.09092 -2.86786 -2.11783
H8 1.25736 -1.96539 -1.47298
H9 -0.72699 -1.37881 1.77746
H10 -0.63814 0.00708 2.88621
H11 0.81913 -0.60911 2.11089
H12 -0.77447 2.40513 2.21326
H13 1.00167 2.16996 1.97918
H14 -0.01732 3.03140 0.76020

Cartesian forces (eV/Å) of the 3 atoms listed first:
C -1.643 -3.553 -2.166
C 1.899 0.555 -1.723
C 1.787 5.752 3.279

* 2S+1: 1
* HOMO level: -7.1 eV
* molar mass: 134.18 g/mol

=====

The following is a quantum chemistry calculation of a structure of composition H16O9Pb, from the OMol25 dataset.

Atoms and positions in Å:
Pb1 -0.00038 0.03231 0.50165
O1 -1.00138 -1.36269 2.05065
H1 -1.42838 -1.94769 1.34965
O2 1.06162 -0.59269 -1.38735
H2 1.58662 0.17531 -1.36635
O3 -0.82338 0.04331 -3.03235
H3 -1.54838 0.70231 -2.74235
H4 -0.24438 -0.27569 -2.30435
O4 2.03162 -0.71769 1.43265
H5 2.79762 -0.33269 1.84265
H6 2.46762 -1.50969 1.20565
O5 -1.41538 1.90331 -0.38035
H7 -2.30538 1.92831 -0.62835
H8 -1.04638 2.80231 -0.20935
O6 1.70562 1.84031 -0.04835
H9 2.64162 1.61831 -0.32835
H10 1.55062 2.43531 -0.73535
O7 -0.10938 1.64631 2.28665
H11 0.36162 1.49831 3.08765
H12 -1.05038 1.50231 2.52565
O8 0.08462 -2.93569 -0.46435
H13 0.93862 -3.15769 0.05965
H14 0.53362 -2.24469 -1.00535
O9 -2.00738 -0.77069 -0.49635
H15 -1.79038 -1.69269 -0.73035
H16 -2.99038 -0.58769 -0.48335

Cartesian forces (eV/Å) of the 3 atoms listed first:
Pb -1.449 -1.403 0.938
O -0.532 -0.868 -1.439
H 0.761 0.891 1.843

* 2S+1: 1
* HOMO level: -6.4 eV
* molar mass: 367.32 g/mol

=====

The following is a quantum chemistry calculation of a cluster of 2 separate species, C2H9N3O in total, from the OMol25 dataset.

Atoms and positions in Å:
N1 1.59486 0.63637 1.57661
C1 0.67507 -0.32517 1.94483
N2 0.10018 -1.09441 1.08740
H1 2.56404 0.34007 1.55082
H2 1.32903 0.91819 0.63224
H3 0.27312 -0.43138 2.95810
H4 0.16382 -0.86975 -0.01267
H5 -0.84944 -1.36633 1.34026
N3 -1.58443 0.72982 -1.17070
C2 -0.46848 0.18183 -2.00467
O1 0.33167 -0.72485 -1.41361
H6 -2.13760 -0.02518 -0.75998
H7 -1.26408 1.21087 -0.33296
H8 -0.81266 -0.23951 -3.00321
H9 0.08490 1.05944 -2.39246

Cartesian forces (eV/Å) of the 3 atoms listed first:
N -0.410 -0.205 -0.343
C -0.710 -0.934 0.009
N -1.097 1.478 0.729

* 2S+1: 1
* HOMO level: -7.6 eV
* molar mass: 91.11 g/mol

=====

The following is a quantum chemistry calculation of a cluster of 3 separate species, C4H8ClN4O3S in total, from the OMol25 dataset.

Atoms and positions in Å:
C1 -0.39686 -2.12799 0.24515
C2 0.79022 1.11561 0.97368
C3 1.47461 -1.12808 0.23157
C4 -0.31899 1.80221 1.63198
N1 0.88016 -2.33146 0.08109
N2 0.47711 -0.13457 0.43195
N3 -0.70026 -0.87938 0.46225
N4 2.76111 -0.88629 0.05510
O1 1.94172 1.41587 0.96133
O2 -1.62841 -1.19886 -2.32767
O3 -2.79526 0.21619 -0.76331
S1 -2.80909 -0.38535 -2.10855
Cl1 -1.24982 1.94766 -2.68091
H1 -1.15942 -2.86677 0.21198
H2 0.08272 2.61468 2.16039
H3 -1.05998 1.11063 2.12874
H4 -1.03033 2.39682 0.99218
H5 -0.05530 1.44306 -2.61181
H6 -1.60036 -0.43841 0.20104
H7 3.31298 -1.70809 -0.21331
H8 3.08346 0.02253 -0.06288

Cartesian forces (eV/Å) of the 3 atoms listed first:
C 0.477 -0.030 -0.089
C -1.002 -0.201 0.566
C -1.383 0.563 -1.105

* 2S+1: 1
* HOMO level: -14.1 eV
* total charge: +1
* molar mass: 227.65 g/mol

=====

Which value of molar mass does entry 2 give?
367.32 g/mol

=====

Copy entry 3 word for word.
The following is a quantum chemistry calculation of a cluster of 2 separate species, C2H9N3O in total, from the OMol25 dataset.

Atoms and positions in Å:
N1 1.59486 0.63637 1.57661
C1 0.67507 -0.32517 1.94483
N2 0.10018 -1.09441 1.08740
H1 2.56404 0.34007 1.55082
H2 1.32903 0.91819 0.63224
H3 0.27312 -0.43138 2.95810
H4 0.16382 -0.86975 -0.01267
H5 -0.84944 -1.36633 1.34026
N3 -1.58443 0.72982 -1.17070
C2 -0.46848 0.18183 -2.00467
O1 0.33167 -0.72485 -1.41361
H6 -2.13760 -0.02518 -0.75998
H7 -1.26408 1.21087 -0.33296
H8 -0.81266 -0.23951 -3.00321
H9 0.08490 1.05944 -2.39246

Cartesian forces (eV/Å) of the 3 atoms listed first:
N -0.410 -0.205 -0.343
C -0.710 -0.934 0.009
N -1.097 1.478 0.729

* 2S+1: 1
* HOMO level: -7.6 eV
* molar mass: 91.11 g/mol